{"formula": "C31H28HfN7O6S", "method": "wB97M-V/def2-TZVPD", "symbols": ["Hf", "C", "N", "C", "C", "N", "C", "C", "C", "C", "C", "C", "N", "C", "N", "C", "C", "C", "C", "C", "C", "N", "H", "H", "H", "H", "H", "H", "H", "H", "H", "H", "H", "H", "H", "H", "H", "O", "C", "O", "C", "C", "C", "C", "C", "N", "H", "H", "H", "H", "C", "C", "C", "C", "C", "C", "C", "S", "O", "O", "N", "C", "C", "O", "O", "H", "H", "H", "H", "H", "H", "H", "H", "H"], "positions_angstrom": [[0.2531, 0.2721, 0.0464], [-2.0816, -1.0349, -1.9231], [-0.6755, -0.6584, -2.1770], [0.1110, -1.7697, -2.7014], [0.4353, -2.6068, -1.5078], [0.2543, -2.1253, -0.2988], [0.4575, -3.1966, 0.5758], [0.3043, -3.2919, 1.9578], [0.5399, -4.5228, 2.5364], [0.9119, -5.6391, 1.7769], [1.0485, -5.5651, 0.4049], [0.8060, -4.3273, -0.1747], [0.7781, -3.9093, -1.4991], [-2.6299, -0.1293, -0.8736], [-1.9631, 0.0813, 0.2436], [-2.7677, 0.9182, 1.0256], [-2.5725, 1.4376, 2.3040], [-3.5781, 2.2310, 2.8191], [-4.7488, 2.4978, 2.0971], [-4.9556, 1.9814, 0.8339], [-3.9422, 1.1907, 0.3101], [-3.8121, 0.4978, -0.8860], [-2.1199, -2.0531, -1.5327], [-2.6778, -0.9826, -2.8365], [-0.7562, 0.1033, -2.8458], [1.0101, -1.3861, -3.1856], [-0.4370, -2.3628, -3.4420], [-0.0095, -2.4392, 2.5408], [0.4228, -4.6313, 3.6063], [1.0732, -6.5851, 2.2753], [1.3154, -6.4300, -0.1877], [0.9491, -4.4883, -2.3030], [-1.6778, 1.2213, 2.8690], [-3.4612, 2.6577, 3.8057], [-5.5152, 3.1141, 2.5469], [-5.8634, 2.1841, 0.2813], [-4.4424, 0.5442, -1.6693], [1.2300, -0.2238, 3.8879], [1.2058, -0.2170, 2.6876], [0.1139, -0.1491, 1.9546], [2.4989, -0.4245, 1.9076], [3.6976, -0.4006, 2.5939], [4.8621, -0.6848, 1.9015], [4.7717, -1.0023, 0.5521], [3.5318, -0.9746, -0.0580], [2.4051, -0.6828, 0.5921], [3.6860, -0.1516, 3.6450], [5.8235, -0.6679, 2.3963], [5.6500, -1.2498, -0.0265], [3.4290, -1.1961, -1.1141], [4.1208, -0.1268, -5.6313], [3.0304, 0.5359, -4.8370], [1.9202, 1.0828, -5.4823], [0.9091, 1.6890, -4.7585], [0.9795, 1.7380, -3.3713], [2.0826, 1.2207, -2.7113], [3.1047, 0.6367, -3.4513], [-0.4607, 2.4399, -2.5505], [-0.4134, 3.8573, -2.7265], [-1.5649, 1.7205, -3.1801], [-0.4041, 1.9922, -1.0091], [-0.2570, 3.1050, -0.0609], [0.6850, 2.6291, 1.0391], [0.6234, 3.0085, 2.1780], [1.5212, 1.7019, 0.5898], [3.7206, -0.5403, -6.5556], [4.6022, -0.9246, -5.0673], [4.8890, 0.5999, -5.9031], [1.8501, 1.0401, -6.5620], [0.0441, 2.1113, -5.2541], [2.1817, 1.3382, -1.6352], [3.9959, 0.2710, -2.9543], [-1.2148, 3.4117, 0.3599], [0.1784, 3.9762, -0.5566]], "mulliken_charge": [2.447, -0.547, -0.700, -0.657, -0.156, 0.950, -0.155, -0.383, -0.963, -0.539, -1.168, 0.687, -0.013, 0.048, -0.186, 0.438, -0.399, -0.927, -0.560, -1.122, 0.723, -0.083, 0.312, 0.536, 0.108, 0.153, 0.591, 0.496, 0.475, 0.403, 0.451, 0.239, 0.512, 0.471, 0.401, 0.440, 0.278, -0.622, -0.147, -0.728, 1.056, -0.799, -0.587, -1.140, -0.312, 0.027, 0.587, 0.468, 0.464, 0.603, -1.610, 0.928, -0.915, -0.878, 0.167, 0.043, -1.037, 1.275, -0.748, -0.736, 0.114, -0.543, 0.398, -0.632, -0.543, 0.392, 0.372, 0.351, 0.435, 0.526, 0.714, 0.575, 0.208, 0.673], "de_lowest_kj_mol": 126.7, "multiplicity": 1, "total_charge": 1, "orbital_gap_ev": 8.58, "e_tot_ev": -67460.7869}

---

{"formula": "C31H28N2O5S2", "method": "wB97M-V/def2-TZVPD", "symbols": ["C", "O", "C", "C", "C", "C", "C", "C", "C", "C", "N", "C", "C", "C", "C", "C", "C", "C", "N", "C", "H", "H", "H", "H", "H", "H", "H", "H", "H", "H", "H", "H", "H", "H", "H", "H", "H", "H", "C", "C", "C", "C", "C", "C", "S", "O", "O", "C", "C", "C", "C", "C", "C", "C", "C", "S", "O", "O", "H", "H", "H", "H", "H", "H", "H", "H", "H", "H"], "positions_angstrom": [[-2.7058, -1.9635, -1.0992], [-1.8635, -0.9817, -0.4972], [-0.6178, -1.2032, 0.0679], [0.0383, -2.5365, -0.2371], [1.2066, -2.5532, -1.0079], [1.8483, -3.7676, -1.2759], [1.2582, -4.9722, -0.8754], [0.0724, -4.9551, -0.1326], [-0.5093, -3.7367, 0.2292], [-0.7215, -0.9022, 1.5045], [0.2757, -1.0876, 2.3978], [1.6296, -1.5213, 2.1232], [-0.1795, -0.7339, 3.6762], [-1.4678, -0.2779, 3.5234], [-2.2689, 0.0538, 4.6066], [-1.7035, -0.1088, 5.8836], [-0.3802, -0.5619, 6.0397], [0.4142, -0.8726, 4.9224], [-1.7676, -0.3393, 2.1549], [-3.0412, 0.0993, 1.6135], [-3.5774, -2.0830, -0.4412], [-3.0111, -1.5259, -2.0542], [-2.2024, -2.9231, -1.2559], [1.6134, -1.6021, -1.3594], [2.8027, -3.7676, -1.8114], [1.7219, -5.9270, -1.1432], [-0.4098, -5.8864, 0.1720], [-1.4157, -3.7041, 0.8381], [2.1811, -1.4374, 3.0642], [1.6522, -2.5682, 1.7980], [2.1062, -0.8804, 1.3655], [-3.2841, 0.4124, 4.4421], [-2.2977, 0.1124, 6.7680], [0.0298, -0.6820, 7.0422], [1.4449, -1.2143, 5.0023], [-3.5453, 0.6491, 2.4151], [-2.9010, 0.7415, 0.7333], [-3.6632, -0.7661, 1.3432], [-0.8617, 4.3417, -5.7413], [0.0360, 4.2151, -4.6784], [-0.2213, 3.2726, -3.6831], [-1.3437, 2.4619, -3.7482], [-2.2571, 2.5981, -4.7944], [-2.0078, 3.5407, -5.7938], [-1.4981, 1.2037, -2.4696], [-2.5572, 1.5811, -1.5627], [-1.4454, -0.0947, -3.1055], [0.0738, 1.4988, -1.6954], [0.6500, 0.7011, -0.7923], [1.9068, 1.0737, -0.1576], [1.8958, 1.8396, 1.0290], [3.0668, 2.0922, 1.7334], [4.2987, 1.6544, 1.2305], [4.3414, 0.9492, 0.0227], [3.1681, 0.6831, -0.6769], [0.9007, 2.9767, -2.2931], [2.1950, 2.6254, -2.8269], [0.7439, 4.0084, -1.2910], [-0.6590, 5.0626, -6.5338], [0.9340, 4.8265, -4.6129], [-3.1428, 1.9669, -4.8169], [-2.7067, 3.6415, -6.6226], [0.0838, -0.2787, -0.4215], [0.9303, 2.2291, 1.3590], [3.0097, 2.6488, 2.6704], [5.2195, 1.8627, 1.7774], [5.2938, 0.6130, -0.3956], [3.1915, 0.1794, -1.6453]], "nbo_charge": [-0.246, -0.565, -0.086, -0.062, -0.141, -0.228, -0.212, -0.217, -0.213, 0.514, -0.369, -0.401, 0.111, 0.187, -0.255, -0.215, -0.217, -0.228, -0.372, -0.400, 0.160, 0.212, 0.191, 0.213, 0.217, 0.218, 0.216, 0.216, 0.212, 0.220, 0.234, 0.224, 0.221, 0.221, 0.222, 0.199, 0.264, 0.203, -0.190, -0.209, -0.208, -0.328, -0.170, -0.193, 2.185, -0.919, -0.918, -0.650, -0.095, -0.110, -0.163, -0.230, -0.234, -0.199, -0.213, 2.148, -0.911, -0.909, 0.225, 0.239, 0.236, 0.225, 0.265, 0.211, 0.216, 0.214, 0.216, 0.221], "de_lowest_kj_mol": 0.0, "multiplicity": 1, "orbital_gap_ev": 6.63, "e_tot_ev": -67484.3088}

---

{"formula": "C31H29BrN7ORuSSb", "method": "wB97M-V/def2-TZVPD", "symbols": ["Ru", "N", "C", "S", "N", "N", "C", "C", "C", "C", "C", "C", "C", "C", "C", "C", "C", "C", "N", "H", "H", "H", "H", "H", "H", "H", "H", "H", "H", "H", "Br", "C", "C", "C", "C", "C", "C", "N", "N", "C", "C", "C", "C", "O", "C", "N", "C", "C", "C", "C", "H", "H", "H", "H", "H", "H", "H", "H", "H", "C", "Sb", "C", "C", "H", "H", "H", "H", "H", "H", "H", "H", "H"], "positions_angstrom": [[0.1322, -1.1521, 1.2663], [3.6828, -3.6430, 1.5440], [2.5793, -2.9219, 1.2754], [2.1900, -1.6175, 2.3626], [1.9020, -3.2808, 0.2038], [0.7897, -2.5240, -0.0101], [0.0840, -2.7658, -1.0787], [0.4443, -3.7780, -2.0985], [0.5931, -5.1190, -1.7554], [0.9091, -6.0553, -2.7258], [1.0915, -5.6609, -4.0447], [0.9524, -4.3256, -4.3927], [0.6251, -3.3888, -3.4234], [-1.1347, -1.9598, -1.1977], [-2.0733, -2.1290, -2.2118], [-3.1803, -1.3029, -2.2582], [-3.3283, -0.3143, -1.2954], [-2.3797, -0.2226, -0.2960], [-1.3228, -1.0349, -0.2266], [4.2850, -3.3700, 2.2987], [4.0063, -4.3105, 0.8647], [0.4681, -5.4229, -0.7248], [1.0182, -7.0964, -2.4522], [1.3434, -6.3939, -4.7994], [1.1005, -4.0116, -5.4174], [0.5214, -2.3444, -3.6947], [-1.9221, -2.9026, -2.9501], [-3.9195, -1.4268, -3.0379], [-4.1711, 0.3616, -1.3026], [-2.4732, 0.5063, 0.4989], [-0.5970, 9.7419, -4.1115], [-0.0792, 8.5609, -2.7459], [1.2693, 8.2561, -2.5801], [1.6467, 7.3871, -1.5816], [0.6787, 6.8045, -0.7457], [-0.6802, 7.1340, -0.9203], [-1.0524, 8.0102, -1.9143], [1.1228, 5.9106, 0.1868], [0.2843, 5.4319, 1.0289], [0.1755, 4.1766, 1.3471], [-0.7560, 3.9026, 2.4248], [-1.0862, 2.6598, 2.8151], [-0.4912, 1.5257, 2.1538], [-0.7414, 0.3506, 2.4720], [0.4813, 1.7671, 1.0796], [1.0229, 0.6498, 0.5631], [2.0270, 0.7654, -0.2950], [2.5063, 2.0069, -0.6974], [1.9190, 3.1590, -0.2154], [0.8725, 3.0528, 0.7075], [2.0079, 8.7067, -3.2275], [2.6880, 7.1411, -1.4212], [-1.4204, 6.7086, -0.2566], [-2.0906, 8.2785, -2.0501], [-1.1891, 4.7715, 2.9033], [-1.7793, 2.4721, 3.6230], [2.4531, -0.1590, -0.6632], [3.3335, 2.0592, -1.3908], [2.2736, 4.1291, -0.5271], [-0.4545, -5.0086, 2.6799], [-0.9615, -2.9443, 2.7245], [-3.0882, -2.9764, 2.8903], [-0.4827, -2.5146, 4.7484], [-0.8251, -5.4781, 3.5896], [0.6297, -5.1013, 2.6369], [-0.8928, -5.5015, 1.8138], [-3.3707, -3.3945, 3.8547], [-3.5351, -3.5720, 2.0958], [-3.4562, -1.9539, 2.8173], [-1.2181, -2.9595, 5.4167], [-0.4635, -1.4347, 4.8837], [0.5056, -2.9145, 4.9666]], "lowdin_spin": [0.017, 0.000, 0.000, 0.002, 0.000, 0.000, 0.000, 0.000, 0.000, 0.000, 0.000, 0.000, 0.000, 0.000, 0.000, 0.000, 0.000, 0.000, 0.001, 0.000, 0.000, 0.000, 0.000, 0.000, 0.000, 0.000, 0.000, 0.000, 0.000, 0.000, 0.034, 0.104, -0.015, 0.086, 0.010, 0.086, -0.011, 0.352, 0.100, 0.091, -0.010, 0.037, 0.009, 0.052, 0.014, -0.001, 0.011, -0.003, 0.020, 0.005, -0.003, 0.003, 0.007, -0.003, 0.000, 0.002, 0.001, -0.001, 0.005, 0.000, 0.000, 0.000, 0.000, 0.000, 0.000, 0.000, 0.000, 0.000, 0.000, 0.000, 0.000, 0.000], "de_lowest_kj_mol": 70.8, "s_squared": 0.801, "multiplicity": 2, "total_charge": 1, "orbital_gap_ev": [5.72, 5.13], "e_tot_ev": -135088.2071}